The following is a quantum chemistry calculation of a molecular structure, C2H2F3NO2 at a distorted geometry, from the OMol25 dataset.

Structure (XYZ):
```
10
C2H2F3NO2 (wB97M-V/def2-TZVPD)
F 1.933 1.035 0.661
F 0.524 1.873 -0.711
F 1.821 0.080 -1.271
O 0.630 -1.527 0.225
O -2.032 -0.906 0.685
N -1.083 0.174 0.537
C 0.169 -0.361 0.220
C 1.139 0.652 -0.362
H -1.546 -1.957 0.418
H -1.555 0.936 -0.402
```

Energy relative to the best compared isomer or geometry (same formula, charge and spin) (eV): 4.138
F_max (hartree/bohr): 0.1031
LUMO level (eV): -0.16
E_tot (Ha): -582.12066